(1)
Entry from the OMol25 dataset: a gas-phase ion, C6H10N (charge +1) (wB97M-V/def2-TZVPD).

```
! wB97M-V def2-TZVPD RIJCOSX def2/J DEFGRID3
* xyz 1 1
C -0.82535 -2.05199 -0.78670
C -0.65218 -0.52734 -0.49335
C -2.04870 0.26844 -0.31362
C 0.11251 -0.27984 0.76081
C 1.10426 0.70573 0.86370
C 2.01157 1.53479 0.86665
N 2.97838 2.39504 0.89566
H -1.39359 -2.56493 -0.01326
H 0.17773 -2.47122 -1.00571
H -1.36297 -2.22213 -1.71083
H -0.36710 -0.10982 -1.41233
H -1.74882 1.27635 -0.23266
H -2.49473 -0.24268 0.51670
H -2.44272 0.00087 -1.23736
H -0.16806 -0.75565 1.68550
H 3.68464 2.26251 1.61653
H 3.43514 2.78186 0.00026
*
```

Properties
Energy relative to the best compared isomer or geometry (same formula, charge and spin) ... 47.5 kcal per mole
Molar mass ... 96.153 u
Highest occupied orbital energy ... -14.6 eV
Total energy ... -7864.2896 eV
SMILES ... CC(C)C=C=C=[NH2+]
Largest force on an atom ... 3.72 eV Å⁻¹

These are the Mulliken partial charges, in e, on atoms 1 to 8: number 1, C, carries -1.39; number 2, C, carries 0.40; number 3, C, carries -1.23; number 4, C, carries -0.44; number 5, C, carries -0.28; number 6, C, carries 0.66; number 7, N, carries -0.40; number 8, H, carries 0.36


(2)
Entry from the OMol25 dataset: a molecular structure, C6H10N (wB97M-V/def2-TZVPD).

```
! wB97M-V def2-TZVPD RIJCOSX def2/J DEFGRID3
* xyz 1 3
C -2.12280 -0.11166 -0.25907
C -1.70165 1.17833 -0.12379
C 0.20790 -1.24418 -0.15695
C -1.10358 -0.82338 0.57466
C -0.41876 0.71479 0.52540
C 0.66669 0.16691 -0.45883
N 2.14500 0.47659 0.02154
H -2.98049 -0.33353 -0.84681
H -2.14573 2.06881 -0.55843
H 0.84364 -1.62864 0.65534
H 0.23969 -2.01749 -0.95779
H -1.28924 -1.33332 1.51460
H -0.13592 1.01628 1.43404
H 0.57050 0.42117 -1.46778
H 2.48015 0.58087 -0.93700
H 2.43858 -0.42853 0.40740
H 2.30601 1.29701 0.63344
*
```

Properties
Energy relative to the best compared isomer or geometry (same formula, charge and spin) ... 103.0 kcal per mole
Molar mass ... 96.153 u
Highest occupied orbital energy (alpha / beta) ... -9.2 / -14.1 eV
Total energy ... -7859.8659 eV
Largest force on an atom ... 7.37 eV Å⁻¹

These are the Mulliken partial charges, in e, on atoms 1 to 8: number 1, C, carries -0.77; number 2, C, carries -0.89; number 3, C, carries -0.72; number 4, C, carries -0.09; number 5, C, carries -0.14; number 6, C, carries -0.17; number 7, N, carries -0.25; number 8, H, carries 0.48


(3)
Entry from the OMol25 dataset: a gas-phase ion, C6H10N (charge +1) (wB97M-V/def2-TZVPD).

```
! wB97M-V def2-TZVPD RIJCOSX def2/J DEFGRID3
* xyz 1 3
C -0.72413 1.18762 0.39571
C 0.55339 1.28261 0.12593
C -0.01493 -0.98454 -0.40501
C -1.21133 -0.16041 -0.02809
C 1.12302 0.04933 -0.40655
C -2.65375 -0.55192 -0.04609
N 2.45687 -0.36305 0.27752
H -1.32029 2.08636 0.67423
H 1.17353 2.07406 0.53337
H -0.04346 -1.99340 -0.85676
H 1.41844 0.34387 -1.42531
H -2.78555 -1.53493 0.39500
H -3.10075 -0.36926 -1.03939
H -3.19298 0.20630 0.41446
H 2.74237 0.42046 0.89168
H 3.18450 -0.54270 -0.42837
H 2.39504 -1.15038 0.92765
*
```

Properties
Energy relative to the best compared isomer or geometry (same formula, charge and spin) ... 26.3 kcal per mole
Molar mass ... 96.153 u
Highest occupied orbital energy (alpha / beta) ... -10.2 / -14.5 eV
Total energy ... -7863.1903 eV
Largest force on an atom ... 5.61 eV Å⁻¹

These are the Mulliken partial charges, in e, on atoms 1 to 8: number 1, C, carries -0.46; number 2, C, carries -0.99; number 3, C, carries -1.12; number 4, C, carries 0.75; number 5, C, carries 0.81; number 6, C, carries -1.16; number 7, N, carries -0.34; number 8, H, carries 0.37


(4)
Entry from the OMol25 dataset: 2 unconnected molecules or ions with the total composition C6H10N2 (wB97M-V/def2-TZVPD).

```
! wB97M-V def2-TZVPD RIJCOSX def2/J DEFGRID3
* xyz 0 1
C -1.98849 0.58608 0.44472
C 1.46463 0.36742 1.56650
C 0.87054 0.56654 0.36123
C 1.51306 1.15325 -0.81612
C -1.01963 -0.76495 -1.41122
C -1.05070 -0.41241 0.09364
N -2.76774 1.37692 0.74652
N -0.94000 -1.57287 0.85349
H 0.91291 -0.15861 2.30582
H 2.44072 0.67745 1.70430
H 1.64060 0.32087 -1.49918
H 0.83671 1.89815 -1.25822
H 2.38575 1.72876 -0.65538
H -0.24528 -1.42211 -1.62223
H -2.08771 -1.07134 -1.63730
H -0.67159 0.13110 -1.86709
H 0.04108 -1.84378 0.95471
H -1.33485 -1.56048 1.73581
*
```

Properties
Energy relative to the best compared isomer or geometry (same formula, charge and spin) ... 83.1 kcal per mole
Molar mass ... 110.160 u
Highest occupied orbital energy ... -8.8 eV
Total energy ... -9360.8314 eV
Largest force on an atom ... 4.82 eV Å⁻¹

These are the Mulliken partial charges, in e, on atoms 1 to 8: number 1, C, carries 0.27; number 2, C, carries -1.06; number 3, C, carries 0.64; number 4, C, carries -1.30; number 5, C, carries -1.40; number 6, C, carries 0.49; number 7, N, carries -0.46; number 8, N, carries -0.53